The following is a quantum chemistry calculation of C31H33ClN2O2PtSi2 as an isolated structure in a non-equilibrium geometry, from the Open Molecules 2025 dataset.

## Properties
Energy = -71278.3466 eV
HOMO-LUMO gap (spin up / spin down) = 0.1903 / 0.2247 Eh
M = 752.3 g/mol

Structure (ORCA input):
```
! wB97M-V def2-TZVPD RIJCOSX def2/J DEFGRID3
* xyz 0 3
C -1.9168 -0.1559 5.2144
C -2.7510 -0.0716 4.0493
C -2.2064 -0.8738 3.0419
H -3.6861 0.4935 3.9926
C -0.9724 -1.4881 3.5580
C -0.8744 -1.0573 4.9605
H -0.2513 -1.5633 5.6958
H -2.1166 0.3330 6.1701
H -2.6237 -1.0946 2.0668
H -0.5785 -2.4284 3.1749
Pt 0.5791 -0.0891 2.9258
Si 0.3783 0.0787 0.7363
C -0.5151 1.6193 0.2120
C 0.0989 2.5548 -0.6331
H 1.1211 2.3740 -0.9830
C -0.6149 3.6831 -1.0494
H -0.1845 4.3725 -1.7825
C -1.9155 3.9010 -0.5710
H -2.4750 4.7763 -0.9127
C -2.5025 3.0058 0.3349
H -3.5210 3.1794 0.7046
C -1.7905 1.8711 0.7404
H -2.2239 1.1678 1.4622
C -0.2915 -1.4735 -0.0306
C -1.3907 -1.4424 -0.9054
H -1.7820 -0.4821 -1.2531
C -2.0110 -2.6332 -1.2929
H -2.8866 -2.6083 -1.9459
C -1.5252 -3.8601 -0.8204
H -2.0296 -4.7950 -1.0927
C -0.4125 -3.9004 0.0268
H -0.0362 -4.8601 0.3928
C 0.2004 -2.7092 0.4216
H 1.0441 -2.7229 1.1168
H 1.8463 0.2439 0.7968
Si 2.1154 0.2176 -3.3194
C 1.3368 -1.3830 -3.9057
C 0.5948 -1.4158 -5.1064
H 0.4187 -0.4960 -5.6698
C 0.1064 -2.6251 -5.6245
H -0.5073 -2.6249 -6.5289
C 0.4201 -3.8367 -4.9983
H 0.0731 -4.7851 -5.4228
C 1.2012 -3.8200 -3.8363
H 1.4530 -4.7624 -3.3420
C 1.6761 -2.6113 -3.3101
H 2.3457 -2.6261 -2.4457
C 1.0808 1.6240 -3.9881
C -0.2990 1.6596 -3.7566
H -0.7601 0.9143 -3.1057
C -1.0975 2.6442 -4.3563
H -2.1653 2.6900 -4.1222
C -0.5432 3.5424 -5.2727
H -1.1811 4.2690 -5.7843
C 0.8299 3.4813 -5.5566
H 1.2565 4.1585 -6.3008
C 1.6376 2.5392 -4.9122
H 2.7010 2.4737 -5.1595
H 3.3995 0.3991 -4.0362
Cl 2.9743 0.2274 -1.4375
C 2.7253 0.1190 7.6187
O 2.6174 -0.7529 6.4639
C 1.9616 -0.2633 5.4241
O 1.7087 -0.9849 4.4121
N 1.5236 0.9995 5.5103
N 0.6328 1.3910 4.4288
H 1.7385 0.3191 8.0602
H 3.2536 1.0568 7.3914
H 3.3223 -0.4825 8.2939
H 1.5701 1.5207 6.3938
H 1.0071 2.2527 4.0271
H -0.3111 1.6259 4.7517
*
```

***

The following is a quantum chemistry calculation of C31H33FN5O8V as an isolated structure in a non-equilibrium geometry, from the Open Molecules 2025 dataset.

## Properties
Energy = -84905.8286 eV
HOMO-LUMO gap (spin up / spin down) = 0.3101 / 0.3125 Eh
M = 673.6 g/mol

Structure (ORCA input):
```
! wB97M-V def2-TZVPD RIJCOSX def2/J DEFGRID3
* xyz 2 3
V -0.9220 3.3811 0.2766
C 4.2599 -2.0230 -0.8685
C 4.0053 -1.5739 0.5586
N 2.7624 -0.7914 0.7096
C 2.8431 0.5377 0.7287
C 1.7646 1.3773 0.8440
C 2.0129 2.8379 0.8005
O 3.0976 3.3597 0.8534
O 0.8978 3.5226 0.7408
C 0.4599 0.8481 1.0188
O -0.6023 1.5382 1.1339
C 0.3748 -0.6045 1.0167
C -0.8704 -1.2350 1.1515
C -0.9710 -2.5849 1.0044
F -2.1934 -3.1479 1.0427
C 0.1415 -3.4008 0.7246
C 1.3812 -2.7849 0.6597
C 1.5132 -1.3977 0.7940
N 0.0333 -4.7781 0.5126
C -1.1421 -5.5435 0.9097
C -0.8229 -7.0345 0.7795
N 0.6289 -7.2475 1.0986
C 1.5274 -6.6235 0.0415
C 0.7968 -5.4188 -0.5464
H 5.1803 -2.6050 -0.9086
H 4.3784 -1.1668 -1.5322
H 3.4547 -2.6432 -1.2609
H 4.8098 -0.9281 0.9041
H 3.9603 -2.4051 1.2627
H 3.8339 0.9686 0.6468
H -1.7638 -0.6430 1.3030
H 2.2580 -3.3928 0.5007
H -2.0321 -5.3404 0.3079
H -1.3855 -5.3067 1.9464
H -0.9655 -7.4135 -0.2303
H -1.4209 -7.6330 1.4624
H 0.8329 -8.2431 1.1907
H 0.8351 -6.8163 2.0010
H 1.7445 -7.3885 -0.7014
H 2.4475 -6.3434 0.5500
H 0.1363 -5.7324 -1.3625
H 1.5104 -4.7327 -0.9961
O -0.2928 5.1036 -0.6418
C -0.6244 6.4669 -0.2174
C -0.5368 6.6851 1.2946
C -1.3474 5.6738 2.1315
C -2.6954 5.4885 1.4887
C -3.8157 6.2437 1.7901
C -4.9129 6.1782 0.9441
C -4.8453 5.3879 -0.1944
C -3.7008 4.6476 -0.4228
N -2.6614 4.6921 0.4158
H 0.6704 5.0103 -0.5522
H -1.6226 6.6679 -0.5943
H 0.0571 7.1366 -0.7374
H -0.9152 7.6903 1.4926
H 0.5050 6.6741 1.6193
H -1.4374 5.9892 3.1694
H -0.7860 4.7272 2.1727
H -3.8108 6.8800 2.6645
H -5.8038 6.7518 1.1612
H -5.6678 5.3328 -0.8922
H -3.6014 3.9908 -1.2739
O -3.1010 0.4337 -0.5494
C -2.1735 1.0451 -1.0207
O -2.0234 2.3340 -0.8254
C -1.1020 0.3572 -1.8189
C 0.0717 0.9748 -2.2313
C 1.1177 0.2148 -2.7413
C 0.9486 -1.1568 -2.8120
C -0.2379 -1.7885 -2.4812
C -1.2704 -1.0149 -1.9933
N 2.0893 -1.9964 -3.2083
O 3.0730 -1.4530 -3.6461
O 1.9648 -3.2072 -3.0779
H 0.1875 2.0474 -2.1460
H 2.0500 0.6653 -3.0494
H -0.3337 -2.8570 -2.5970
H -2.2058 -1.4644 -1.6886
*
```

***

The following is a quantum chemistry calculation of C31H34AsCl2MnN4OS2 as an isolated structure in a non-equilibrium geometry, from the Open Molecules 2025 dataset.

## Properties
Energy = -179566.4015 eV
HOMO-LUMO gap (spin up / spin down) = 0.2030 / 0.2657 Eh
M = 743.5 g/mol

Structure (ORCA input):
```
! wB97M-V def2-TZVPD RIJCOSX def2/J DEFGRID3
* xyz 2 5
Mn -0.2198 0.4155 0.9600
Cl 1.9554 0.6082 0.6490
C 2.7437 0.3467 2.2244
C 4.1127 0.2052 2.2296
C 4.7145 0.0194 3.4623
C 3.9446 -0.0119 4.6168
C 2.5695 0.1436 4.5554
Cl 1.6509 0.1126 6.0098
C 1.9192 0.3327 3.3354
S 0.1805 0.5792 3.2421
H 4.6905 0.2347 1.3135
H 5.7874 -0.1044 3.5208
H 4.4104 -0.1561 5.5834
C 0.7123 6.4506 1.3510
C 1.4080 5.2960 1.6871
C 1.0367 4.0819 1.1319
C -0.0280 4.0282 0.2335
C -0.7354 5.1774 -0.0965
C -0.3555 6.3903 0.4656
As -0.4646 2.3511 -0.5944
C 0.7759 2.1079 -2.0356
C 1.7779 3.0340 -2.2941
C 2.6810 2.7842 -3.3210
C 2.5817 1.6217 -4.0733
C 1.5788 0.6964 -3.8063
C 0.6788 0.9326 -2.7792
C -2.1813 2.6291 -1.4044
C -3.2786 2.8434 -0.5723
C -4.5180 3.1220 -1.1258
C -4.6609 3.1825 -2.5086
C -3.5647 2.9766 -3.3322
C -2.3159 2.7023 -2.7842
H 1.0019 7.4000 1.7831
H 2.2343 5.3408 2.3849
H 1.5758 3.1881 1.4087
H -1.5659 5.1440 -0.7894
H -0.8990 7.2900 0.2065
H 1.8493 3.9476 -1.7195
H 3.4605 3.5040 -3.5343
H 3.2862 1.4355 -4.8742
H 1.4976 -0.2038 -4.4014
H -0.1070 0.2139 -2.5735
H -3.1619 2.8360 0.5063
H -5.3684 3.3120 -0.4833
H -5.6273 3.4043 -2.9425
H -3.6749 3.0356 -4.4078
H -1.4631 2.5542 -3.4326
C -5.8043 -2.7523 1.1596
C -6.0191 -1.5911 2.1254
C -5.2428 -1.7803 3.4246
C -5.7158 -0.2408 1.4811
N -4.2884 -0.0839 1.1196
C -3.2872 0.3541 1.8572
N -2.2041 0.2690 1.1252
N -2.5623 -0.2448 -0.0845
N -3.8168 -0.4657 -0.0912
H -5.9669 -3.7017 1.6724
H -4.7850 -2.7621 0.7581
H -6.4928 -2.7066 0.3142
H -7.0838 -1.5310 2.3644
H -4.1679 -1.8937 3.2413
H -5.5730 -2.6863 3.9325
H -5.3896 -0.9463 4.1175
H -5.9504 0.5748 2.1627
H -6.2728 -0.0994 0.5586
H -3.3595 0.7200 2.8699
C 0.9389 -3.7882 -0.3592
S 0.0910 -3.1058 1.0378
C -1.4936 -3.8472 0.7642
O -0.1009 -1.6335 0.7014
H 1.0442 -4.8641 -0.2068
H 1.9225 -3.3235 -0.3908
H 0.3689 -3.5669 -1.2615
H -1.3857 -4.9271 0.8903
H -1.8386 -3.5973 -0.2393
H -2.1675 -3.4586 1.5268
*
```

***

The following is a quantum chemistry calculation of C31H34BN4OS5Sr as an isolated structure in a non-equilibrium geometry, from the Open Molecules 2025 dataset.

## Properties
Energy = -96390.2603 eV
HOMO-LUMO gap = 0.2760 Eh
M = 737.4 g/mol

Structure (ORCA input):
```
! wB97M-V def2-TZVPD RIJCOSX def2/J DEFGRID3
* xyz 1 1
Sr -0.2012 0.5016 0.7943
C -4.6849 2.7608 0.8778
C -4.4002 1.2659 0.9873
S -2.8846 0.7161 0.1813
C -2.3625 -0.5047 1.4165
C -1.7738 0.0517 2.7579
S -1.2785 1.8111 2.8991
C -2.7766 2.5318 3.6046
C -3.1703 3.8643 2.9823
S -3.2957 3.8938 1.1745
H -5.5053 3.0161 1.5507
H -5.0326 2.9951 -0.1289
H -5.2228 0.7202 0.5202
H -4.3434 0.9444 2.0224
H -1.6665 -1.1863 0.9249
H -3.2178 -1.1274 1.6709
H -0.8991 -0.5334 3.0255
H -2.5111 -0.1228 3.5372
H -2.5966 2.6731 4.6720
H -3.5668 1.7979 3.4950
H -2.4266 4.6256 3.2235
H -4.1097 4.2000 3.4246
N -0.0924 2.9078 -3.3241
C -0.6997 2.2633 -4.4230
C -0.9050 2.9614 -5.5994
C -1.5027 2.3369 -6.6881
C -1.8803 1.0102 -6.5982
C -1.6635 0.3060 -5.4194
C -1.0861 0.9324 -4.3327
S -0.8125 0.0204 -2.8083
N 0.0626 1.0838 -1.8365
C 0.3160 2.2953 -2.1850
C 1.1968 3.0749 -1.2742
C 2.0408 4.0688 -1.7585
C 2.8943 4.7161 -0.8778
C 2.8787 4.3492 0.4538
C 2.0128 3.3390 0.8479
N 1.1986 2.7073 0.0107
H 0.1626 3.8717 -3.4549
H -0.5975 3.9984 -5.6649
H -1.6625 2.8921 -7.6012
H -2.3382 0.5133 -7.4418
H -1.9459 -0.7363 -5.3435
H 2.0820 4.3081 -2.8121
H 3.5730 5.4777 -1.2352
H 3.5396 4.8109 1.1724
H 1.9986 2.9921 1.8752
O 0.5063 -1.6830 1.6449
S 0.4759 -3.0460 2.2648
C -0.1502 -4.1114 0.9601
C -0.9640 -5.1762 1.3109
C -1.4590 -6.0021 0.3125
C -1.1419 -5.7407 -1.0128
C -0.3300 -4.6639 -1.3492
C 0.1793 -3.8383 -0.3596
C 2.1828 -3.5971 2.3179
C 3.1731 -2.8510 1.7080
C 4.4852 -3.2931 1.8025
C 4.7792 -4.4623 2.4911
C 3.7689 -5.1970 3.0996
C 2.4579 -4.7579 3.0238
H -1.2121 -5.3591 2.3498
H -2.0924 -6.8402 0.5684
H -1.5299 -6.3843 -1.7907
H -0.0828 -4.4749 -2.3853
H 0.8331 -3.0041 -0.5953
H 2.9214 -1.9342 1.1906
H 5.2687 -2.7062 1.3425
H 5.8035 -4.8015 2.5677
H 4.0012 -6.1019 3.6444
H 1.6615 -5.3115 3.5084
B 4.7806 0.8003 0.3992
C 3.3155 0.3580 0.2419
N 2.1977 0.0630 0.1331
H 4.9025 1.8034 -0.2519
H 5.4849 -0.0819 -0.0063
H 4.9398 0.9993 1.5743
*
```

***

The following is a quantum chemistry calculation of C31H34BrN4O3V as an isolated structure in a non-equilibrium geometry, from the Open Molecules 2025 dataset.

## Properties
Energy = -140521.2642 eV
HOMO-LUMO gap (spin up / spin down) = 0.2128 / 0.2498 Eh
M = 641.5 g/mol

Structure (ORCA input):
```
! wB97M-V def2-TZVPD RIJCOSX def2/J DEFGRID3
* xyz 1 4
V 0.7612 0.1894 -1.0316
C 3.4576 1.6359 1.0762
C 3.2312 1.1538 -0.3164
C 2.7873 2.0246 -1.3024
C 2.5556 1.5744 -2.5867
C 2.7686 0.2473 -2.8986
C 3.2247 -0.6277 -1.9323
C 3.4589 -0.1737 -0.6504
H 2.5703 1.5233 1.7065
H 3.7299 2.6914 1.0741
H 4.2692 1.0785 1.5438
H 2.6424 3.0625 -1.0559
H 2.2162 2.2600 -3.3490
H 2.5712 -0.1096 -3.8967
H 3.4029 -1.6628 -2.1826
H 3.8382 -0.8451 0.1020
C -1.1479 2.5193 -1.6528
O -0.7841 1.1465 -1.6145
C -1.7080 0.2148 -2.0606
C -2.9509 0.5701 -2.5932
C -3.8393 -0.4206 -3.0032
Br -5.5215 0.0700 -3.7175
C -3.5045 -1.7676 -2.8959
C -2.2558 -2.1626 -2.3865
C -1.3630 -1.1670 -1.9640
O -0.1468 -1.4490 -1.4233
C -1.9947 -3.5997 -2.3152
N -2.8892 -4.5178 -1.9987
C -2.2561 -5.7270 -2.1148
C -2.7502 -7.0200 -1.8946
C -1.8897 -8.1069 -2.0875
C -0.5667 -7.9073 -2.4907
C -0.0592 -6.6219 -2.7227
C -0.9403 -5.5568 -2.5240
N -0.8076 -4.1987 -2.6732
H -2.0302 2.7132 -1.0344
H -1.3012 2.8569 -2.6830
H -0.3172 3.0965 -1.2354
H -3.2517 1.6070 -2.6930
H -4.2170 -2.5291 -3.2121
H 0.2244 -2.2695 -1.2632
H -3.7793 -7.1639 -1.5848
H -2.2596 -9.1161 -1.9217
H 0.0814 -8.7703 -2.6313
H 0.9661 -6.4725 -3.0418
H 0.0030 -3.7199 -3.0328
C 1.9588 3.9137 5.5332
C 0.5933 4.2702 4.9650
N 0.2434 3.4586 3.7957
C 0.2437 4.1344 2.4925
C 1.6470 4.4588 2.0042
C -0.2245 2.1624 4.0381
O -0.3826 1.7104 5.1731
C -0.5814 1.2716 2.9202
C -1.8184 0.6259 2.9230
C -2.1341 -0.2478 1.8855
C -1.1948 -0.4467 0.8849
N 0.0199 0.1471 0.8642
C 0.3096 0.9739 1.9006
H 2.1858 4.5493 6.3949
H 2.7475 4.0543 4.7882
H 1.9953 2.8708 5.8629
H 0.5697 5.3310 4.6917
H -0.1710 4.1234 5.7371
H -0.3387 5.0576 2.5959
H -0.2769 3.5355 1.7422
H 2.1382 5.1822 2.6626
H 1.6088 4.8938 1.0007
H 2.2747 3.5633 1.9679
H -2.5226 0.7944 3.7339
H -3.0859 -0.7670 1.8630
H -1.3961 -1.1180 0.0544
H 1.3114 1.3904 1.8832
H 0.0508 1.5540 -0.1922
*
```

***

The following is a quantum chemistry calculation of C31H34CaCl3N3O5SSe2Si as an isolated structure, from the Open Molecules 2025 dataset.

## Properties
Energy = -252827.2852 eV
HOMO-LUMO gap = 0.2093 Eh
M = 893.1 g/mol

Structure (ORCA input):
```
! wB97M-V def2-TZVPD RIJCOSX def2/J DEFGRID3
* xyz -2 1
Ca 0.6272 -0.1244 -0.3652
Se -3.1143 -3.3355 0.7634
Se -4.6491 -2.0847 1.9603
C -3.4372 -0.9105 2.9045
C -3.3976 -1.0037 4.2883
C -2.5092 -0.1835 4.9695
C -1.7075 0.6747 4.2412
C -1.8325 0.6871 2.8566
N -2.6885 -0.0864 2.1947
C -3.2400 -2.5720 -1.0005
C -3.1979 -3.4847 -2.0500
C -3.1972 -2.9904 -3.3419
C -3.2597 -1.6204 -3.5322
C -3.3202 -0.8052 -2.4135
N -3.3068 -1.2637 -1.1615
H -4.0106 -1.7281 4.8069
H -2.4249 -0.2453 6.0474
H -0.9685 1.3087 4.7110
H -1.1942 1.3350 2.2642
H -3.1649 -4.5469 -1.8506
H -3.1403 -3.6670 -4.1857
H -3.2314 -1.1734 -4.5144
H -3.3657 0.2714 -2.5272
C 2.3867 -0.8106 -3.7455
C 1.0948 -1.4225 -3.2196
C 0.3677 -2.1729 -4.3326
O 0.2353 -0.3960 -2.7045
C 1.3884 -2.4516 -2.0812
O 2.1796 -3.3540 -2.3559
O 0.7601 -2.2804 -0.9845
H 2.1884 -0.2286 -4.6478
H 3.1031 -1.6024 -3.9577
H 2.8190 -0.1253 -3.0145
H 0.0841 -1.4720 -5.1214
H -0.5347 -2.6382 -3.9344
H 1.0159 -2.9492 -4.7382
H 0.3526 0.4725 -3.1984
Cl -1.8158 1.6901 -0.6736
C -1.4582 3.3202 -0.1557
C -2.4021 4.2776 -0.4751
C -2.2095 5.5900 -0.0753
C -1.0708 5.9094 0.6459
C -0.1451 4.9280 0.9496
Cl 1.2529 5.4207 1.8683
C -0.2738 3.5767 0.5626
S 0.8847 2.3661 0.9742
H -3.2794 3.9843 -1.0354
H -2.9366 6.3522 -0.3221
H -0.8831 6.9219 0.9772
Cl -1.6480 0.9375 -5.4876
C -1.3018 2.5790 -4.8192
C 0.2020 2.7858 -4.5042
O 0.7343 3.7325 -5.0903
O 0.7005 1.9791 -3.6794
H -1.8837 2.6557 -3.9020
H -1.6418 3.2899 -5.5645
C 3.8081 0.4640 -0.2597
Si 3.5658 -0.1213 1.5139
C 4.7667 -1.5611 1.7622
C 4.1372 1.2625 2.6724
N 1.9305 -0.5977 1.6133
C 1.4031 -1.2846 2.6603
C 2.0035 -1.3776 3.9442
C 1.4338 -2.0915 4.9850
C 0.2267 -2.7617 4.8271
C -0.3944 -2.6802 3.5826
C 0.1658 -1.9676 2.5407
H 4.8040 0.8932 -0.4040
H 3.1064 1.2505 -0.5571
H 3.7320 -0.3824 -0.9499
H 5.7847 -1.2668 1.4871
H 4.4713 -2.4031 1.1330
H 4.7842 -1.9031 2.7991
H 5.1204 1.6273 2.3569
H 4.2304 0.9148 3.7038
H 3.4371 2.0995 2.6495
H 2.9390 -0.8605 4.1212
H 1.9493 -2.1200 5.9406
H -0.2174 -3.3240 5.6396
H -1.3409 -3.1842 3.4134
H -0.3823 -1.9411 1.6023
*
```